Record 1
C11H11NO2S | ωB97M-V with the def2-TZVPD basis set

Values from the calculation:
Molecular weight ... 221.3 g mol⁻¹
LUMO level ... 0.612 eV
Structure (SMILES) ... N/C1=C(S)/C=C\c2ccccc2[C@H](O)O1
E_tot ... -28002.584 eV

Cartesian coordinates (Å):
1 C 2.295 2.110 0.341
2 C 2.655 1.100 1.192
3 C 1.368 1.906 -0.655
4 C 2.190 -0.162 0.991
5 C 0.635 0.697 -0.690
6 C 1.205 -0.350 -0.022
7 C -0.343 0.698 -1.796
8 C -1.658 0.514 -1.672
9 C -1.618 -0.750 0.347
10 C 0.686 -1.721 -0.109
11 C -2.348 0.206 -0.405
12 N -1.977 -1.196 1.587
13 O -0.787 -1.624 -0.346
14 O 1.138 -2.436 -1.118
15 S -3.679 1.076 0.301
16 H 2.784 3.011 0.369
17 H 3.168 1.331 2.085
18 H 1.210 2.812 -1.179
19 H 2.741 -1.077 1.192
20 H 0.081 0.942 -2.763
21 H -2.345 0.616 -2.552
22 H 0.776 -2.213 0.978
23 H -2.459 -0.572 2.197
24 H -1.848 -2.042 2.078
25 H 0.342 -2.956 -1.465
26 H -4.211 0.079 1.113

Löwdin atomic charge list, values in e, 4 entries: atom 1 (C): -0.076, atom 2 (C): -0.086, atom 3 (C): -0.005, atom 4 (C): -0.013

Record 2
C24H27N5O4S | ωB97M-V with the def2-TZVPD basis set

Values from the calculation:
Molecular weight ... 481.6 g mol⁻¹
LUMO level ... 0.077 eV
E_tot ... -51804.055 eV

Cartesian coordinates (Å):
1 C -4.302 0.571 2.408
2 C -3.031 0.295 1.669
3 C -2.231 1.341 1.224
4 C -1.047 1.097 0.553
5 C -0.641 -0.212 0.318
6 C -1.437 -1.267 0.751
7 C -2.617 -1.010 1.422
8 H -3.230 -1.835 1.754
9 H -1.126 -2.280 0.551
10 N 0.551 -0.479 -0.402
11 C 1.720 -0.887 0.169
12 O 2.683 -1.202 -0.524
13 C 1.823 -0.906 1.617
14 C 2.984 -1.311 2.288
15 N 4.100 -1.777 1.726
16 H 4.143 -1.799 0.717
17 H 4.871 -2.007 2.335
18 C 2.798 -1.161 3.700
19 N 1.626 -0.685 4.066
20 S 0.662 -0.390 2.802
21 C 3.838 -1.494 4.693
22 O 4.939 -1.916 4.376
23 N 3.461 -1.289 5.970
24 H 2.538 -0.939 6.161
25 H 4.102 -1.488 6.719
26 C 0.486 -0.421 -1.857
27 C 0.772 0.965 -2.351
28 C 1.462 1.997 -1.789
29 C 1.426 3.057 -2.732
30 C 0.722 2.597 -3.803
31 O 0.320 1.325 -3.576
32 C 0.346 3.233 -5.093
33 H -0.738 3.297 -5.189
34 H 0.720 2.643 -5.928
35 H 0.767 4.232 -5.145
36 H 1.871 4.025 -2.623
37 H 1.951 2.000 -0.837
38 H 1.263 -1.109 -2.223
39 C -0.873 -0.957 -2.353
40 O -1.024 -2.113 -2.680
41 N -1.852 -0.038 -2.360
42 H -1.653 0.905 -2.068
43 C -3.178 -0.281 -2.880
44 C -4.249 0.023 -1.831
45 H -3.968 -0.348 -0.847
46 H -5.180 -0.458 -2.129
47 C -4.398 1.549 -1.860
48 H -5.434 1.844 -1.696
49 H -3.800 2.000 -1.067
50 C -3.894 2.002 -3.245
51 H -4.658 2.556 -3.790
52 H -3.030 2.660 -3.139
53 C -3.501 0.721 -3.992
54 H -2.654 0.868 -4.660
55 H -4.341 0.347 -4.576
56 H -3.192 -1.319 -3.217
57 H -0.431 1.916 0.212
58 H -2.538 2.360 1.410
59 H -4.085 0.743 3.463
60 H -4.985 -0.271 2.337
61 H -4.793 1.459 2.018

Löwdin atomic charge list, values in e, 4 entries: atom 1 (C): -0.040, atom 2 (C): -0.286, atom 3 (C): -0.046, atom 4 (C): -0.037

Record 3
C4H12 | ωB97M-V with the def2-TZVPD basis set

Values from the calculation:
Molecular weight ... 60.1 g mol⁻¹
LUMO level ... 1.146 eV
Structure (SMILES) ... CC.CC
E_tot ... -4342.106 eV

Cartesian coordinates (Å):
1 C 0.057 -1.515 -1.134
2 C 0.139 -3.017 -1.295
3 H 0.800 -1.070 -0.477
4 H 0.268 -1.064 -2.117
5 H -0.935 -1.089 -0.983
6 H -0.688 -3.428 -1.883
7 H 0.200 -3.540 -0.377
8 H 1.007 -3.308 -1.933
9 C 0.061 1.785 0.713
10 C -0.270 2.717 1.831
11 H 1.045 1.700 0.346
12 H -0.198 0.757 1.035
13 H -0.583 2.059 -0.141
14 H -1.198 2.517 2.324
15 H -0.265 3.800 1.491
16 H 0.559 2.696 2.597

Löwdin atomic charge list, values in e, 4 entries: atom 1 (C): -0.187, atom 2 (C): -0.175, atom 3 (H): 0.054, atom 4 (H): 0.066

Record 4
C3H10N2O | ωB97M-V with the def2-TZVPD basis set

Values from the calculation:
Molecular weight ... 90.1 g mol⁻¹
LUMO level ... 0.890 eV
Structure (SMILES) ... C[C@H](N)[C@H](N)O
E_tot ... -8300.072 eV

Cartesian coordinates (Å):
1 C -0.878 0.482 -0.241
2 C 0.492 0.139 0.405
3 C 1.564 -0.129 -0.657
4 N -1.940 0.047 0.548
5 N 0.318 -0.954 1.358
6 O -1.085 0.039 -1.536
7 H -0.507 0.691 -2.029
8 H -0.771 1.759 -0.508
9 H 0.791 1.018 0.988
10 H -1.779 0.132 1.543
11 H -2.847 0.338 0.213
12 H 1.211 -1.207 1.766
13 H -0.071 -1.764 0.887
14 H 2.519 -0.318 -0.169
15 H 1.302 -1.004 -1.252
16 H 1.682 0.730 -1.316

Löwdin atomic charge list, values in e, 4 entries: atom 1 (C): -0.542, atom 2 (C): -0.409, atom 3 (C): -0.071, atom 4 (N): 0.078

Record 5
C5H10N2 | ωB97M-V with the def2-TZVPD basis set

Values from the calculation:
Molecular weight ... 98.1 g mol⁻¹
LUMO level ... 1.122 eV
Structure (SMILES) ... CC/N=C/[C@H]1CN1
E_tot ... -8325.751 eV

Cartesian coordinates (Å):
1 C -2.529 -0.053 -0.341
2 C -1.442 0.372 -1.329
3 N -0.225 0.458 -0.544
4 C 0.531 -0.557 -0.510
5 C 1.575 -0.672 0.545
6 C 2.619 0.375 0.710
7 N 1.505 0.291 1.637
8 H -3.534 0.004 -0.766
9 H -2.484 0.590 0.544
10 H -2.339 -1.081 -0.010
11 H -1.363 -0.354 -2.156
12 H -1.674 1.353 -1.755
13 H 0.387 -1.423 -1.175
14 H 1.799 -1.695 0.843
15 H 3.580 0.092 1.131
16 H 2.644 1.183 -0.018
17 H 0.795 0.974 1.367

Löwdin atomic charge list, values in e, 4 entries: atom 1 (C): -0.101, atom 2 (C): -0.294, atom 3 (N): 0.015, atom 4 (C): -0.137

Record 6
C5H13N | ωB97M-V with the def2-TZVPD basis set

Values from the calculation:
Molecular weight ... 87.2 g mol⁻¹
LUMO level ... 1.176 eV
Structure (SMILES) ... CC[C@H](C)CN
E_tot ... -6885.641 eV

Cartesian coordinates (Å):
1 C 1.525 -0.091 0.580
2 C 0.115 -0.215 -0.031
3 C -0.902 -0.590 1.071
4 C -0.249 1.114 -0.749
5 C -1.505 1.044 -1.603
6 N 2.032 -1.351 1.116
7 H 1.539 0.721 1.309
8 H 2.205 0.180 -0.232
9 H 0.213 -0.948 -0.841
10 H -1.304 -1.607 1.048
11 H -1.783 0.021 0.866
12 H -0.452 -0.466 2.053
13 H -0.407 1.801 0.095
14 H 0.656 1.373 -1.296
15 H -1.411 0.125 -2.205
16 H -1.697 1.869 -2.278
17 H -2.360 0.794 -0.973
18 H 1.328 -1.833 1.645
19 H 2.454 -1.940 0.426

Löwdin atomic charge list, values in e, 4 entries: atom 1 (C): -0.282, atom 2 (C): -0.390, atom 3 (C): -0.062, atom 4 (C): -0.251

Record 7
C26H37N2O4 | ωB97M-V with the def2-TZVPD basis set

Values from the calculation:
Net charge ... +1
Molecular weight ... 441.6 g mol⁻¹
LUMO level ... -1.963 eV
Structure (SMILES) ... CCOCCCNC(=O)[C@H]1CC[N@H+](Cc2ccc(OCc3ccccc3)c(OC)c2)CC1
E_tot ... -38727.528 eV

Cartesian coordinates (Å):
1 C 1.063 2.389 -1.799
2 C 1.780 1.057 -1.995
3 H 1.607 0.680 -3.009
4 H 2.857 1.188 -1.852
5 O 1.384 0.084 -1.038
6 C 0.203 -0.630 -1.366
7 H -0.327 -0.799 -0.426
8 C 0.515 -1.972 -2.040
9 H -0.366 -2.308 -2.588
10 C 0.895 -3.055 -1.027
11 N 2.025 -2.671 -0.204
12 C 1.885 -2.124 0.996
13 O 0.785 -1.978 1.538
14 C 3.171 -1.694 1.704
15 H 3.990 -2.322 1.345
16 C 3.043 -1.852 3.232
17 H 2.381 -2.692 3.448
18 H 4.017 -2.080 3.662
19 C 2.490 -0.577 3.883
20 N 1.571 0.067 2.931
21 C 2.344 0.689 1.835
22 H 1.663 0.871 1.002
23 H 2.741 1.645 2.185
24 C 3.482 -0.228 1.373
25 H 4.421 0.039 1.859
26 H 3.610 -0.105 0.299
27 C 0.590 1.010 3.515
28 C -0.405 1.415 2.461
29 C -0.426 2.690 1.923
30 C -1.333 2.993 0.928
31 C -2.232 2.053 0.426
32 C -2.208 0.748 0.971
33 C -1.299 0.463 1.980
34 H -1.288 -0.523 2.414
35 O -3.079 -0.182 0.483
36 C -3.059 -1.485 1.017
37 H -3.345 -1.490 2.073
38 H -2.079 -1.958 0.898
39 H -3.798 -2.045 0.446
40 O -3.058 2.547 -0.520
41 C -3.945 1.742 -1.286
42 C -3.232 0.978 -2.373
43 C -2.328 1.644 -3.193
44 C -1.666 0.968 -4.203
45 C -1.908 -0.381 -4.408
46 C -2.814 -1.047 -3.600
47 C -3.471 -0.372 -2.585
48 H -4.182 -0.891 -1.961
49 H -3.018 -2.095 -3.767
50 H -1.401 -0.907 -5.203
51 H -0.970 1.497 -4.837
52 H -2.157 2.700 -3.039
53 H -4.621 2.475 -1.742
54 H -4.529 1.073 -0.653
55 H -1.375 3.984 0.506
56 H 0.249 3.451 2.282
57 H 0.085 0.500 4.340
58 H 1.117 1.882 3.910
59 H 1.025 -0.739 2.475
60 H 1.952 -0.826 4.800
61 H 3.288 0.125 4.135
62 H 2.936 -2.694 -0.637
63 H 1.144 -3.984 -1.543
64 H 0.056 -3.236 -0.351
65 H 1.328 -1.830 -2.755
66 H -0.438 -0.030 -2.016
67 H 1.384 3.090 -2.563
68 H -0.013 2.258 -1.873
69 H 1.292 2.804 -0.820

Löwdin atomic charge list, values in e, 4 entries: atom 1 (C): -0.048, atom 2 (C): -0.242, atom 3 (H): 0.121, atom 4 (H): 0.118